(1)
{"formula": "C30H56O10", "method": "ωB97M-V/def2-TZVPD", "orbital_gap_ha": 0.254, "e_above_lowest_kcal_mol": 0.0, "charge": 0, "e_tot_ev": -52472.4103, "symbols": ["C", "C", "C", "O", "H", "H", "H", "H", "H", "H", "H", "H", "C", "C", "C", "O", "H", "H", "H", "H", "H", "H", "H", "H", "C", "C", "C", "O", "H", "H", "H", "H", "H", "H", "H", "H", "C", "C", "C", "O", "H", "H", "H", "H", "H", "H", "H", "H", "C", "C", "C", "O", "H", "H", "H", "H", "H", "H", "H", "H", "C", "C", "C", "O", "H", "H", "H", "H", "H", "H", "H", "H", "C", "C", "C", "O", "C", "C", "C", "O", "H", "H", "H", "H", "C", "C", "C", "O", "C", "C", "C", "O", "H", "H", "H", "H"], "xyz": [[1.21352, -3.45448, 1.51578], [1.01078, -3.83121, 3.04182], [1.26900, -2.73951, 4.09404], [-0.20003, -4.51970, 3.26261], [2.29171, -2.97244, 1.45291], [0.43448, -2.90520, 1.11416], [1.11683, -4.51498, 1.16701], [1.60611, -4.72282, 3.18603], [1.51840, -3.11414, 5.11455], [0.27053, -2.07871, 4.18164], [2.18236, -1.98956, 3.91374], [-0.66257, -5.04916, 2.53387], [-1.22184, -2.53022, -3.70211], [-2.68786, -2.49894, -3.87413], [-3.28341, -2.90202, -2.53809], [-3.08729, -1.20978, -4.29008], [-0.79034, -1.91283, -3.07873], [-0.81359, -2.51543, -4.79142], [-0.77560, -3.46974, -3.48007], [-2.96180, -3.36143, -4.65121], [-2.95680, -3.90976, -1.99007], [-4.53404, -2.78964, -2.53795], [-3.08200, -2.18104, -1.70065], [-4.01671, -1.48284, -4.57846], [3.12336, 4.68572, -1.04335], [4.04593, 3.61463, -0.45604], [5.06037, 4.12229, 0.60850], [3.42747, 2.55440, -0.00909], [2.59340, 4.27997, -1.77882], [3.83683, 5.54064, -1.18698], [2.39768, 4.95677, -0.17200], [4.66560, 3.48820, -1.45847], [4.40903, 4.49268, 1.51511], [5.40115, 4.94745, 0.25329], [5.83673, 3.48265, 1.13321], [3.41702, 2.66976, 1.01528], [-0.78192, -5.88928, -1.24245], [0.19581, -5.02679, -0.35693], [1.31393, -4.23628, -1.20503], [-0.56538, -4.02468, 0.25736], [-1.45295, -6.33557, -0.55644], [-0.05419, -6.60194, -1.75782], [-1.42006, -5.41724, -1.99067], [0.71389, -5.65958, 0.19361], [0.93202, -3.47905, -1.86828], [1.83639, -4.97679, -1.94214], [1.98713, -3.44326, -0.75103], [0.14154, -3.64533, 0.88627], [-0.85721, 5.61160, -3.18802], [-1.51168, 4.22430, -3.39101], [-0.45943, 3.06936, -3.33701], [-2.50604, 4.04405, -2.50338], [-1.52566, 6.44817, -3.37534], [-0.01730, 5.85833, -3.85679], [-0.51612, 5.71060, -2.10321], [-2.01237, 4.32137, -4.37386], [0.37212, 3.29877, -4.05654], [-1.03922, 2.12822, -3.57019], [-0.08690, 2.94303, -2.37661], [-3.02048, 4.74789, -2.53268], [-6.27614, -0.07173, -2.40099], [-5.85785, 1.30347, -1.69975], [-4.72689, 1.09006, -0.74955], [-5.47071, 2.11331, -2.78712], [-6.74096, -0.54932, -1.71631], [-5.42523, -0.70209, -2.87226], [-6.83601, 0.28731, -3.07876], [-6.71188, 1.92772, -1.19567], [-3.72285, 1.03224, -1.26615], [-4.97503, 0.42797, 0.14689], [-4.39579, 2.04242, -0.15496], [-4.57997, 2.10292, -2.86808], [2.88934, 0.58972, 4.89594], [2.98120, -0.16858, 6.29455], [4.39168, -0.52963, 6.84253], [4.60363, -1.11200, 7.89071], [5.55458, -0.18916, 6.02649], [5.35625, 0.26611, 4.62234], [4.08633, 0.82539, 4.14103], [4.06267, 1.38654, 3.10298], [1.76837, 1.08572, 4.67207], [2.16745, -0.28973, 6.99376], [6.55334, -0.36959, 6.42109], [6.21067, 0.68783, 4.11381], [-0.49642, -0.05790, 1.19232], [0.56367, 0.75467, 1.89672], [0.62069, 2.18713, 1.74138], [1.53135, 2.88040, 2.29691], [-0.17502, 2.77024, 0.73911], [-1.35635, 2.08212, 0.12266], [-1.47568, 0.57265, 0.40168], [-2.39648, 0.06403, -0.23611], [-0.53542, -1.13906, 1.30935], [1.31662, 0.45912, 2.60992], [-0.15870, 3.80944, 0.50516], [-2.06477, 2.58077, -0.74138]]}

---

(2)
{"formula": "C30H57BN4P3Pd", "method": "ωB97M-V/def2-TZVPD", "orbital_gap_ha": 0.264, "e_above_lowest_kcal_mol": 0.0, "charge": 1, "e_tot_ev": -70016.2411, "symbols": ["Pd", "C", "P", "C", "C", "C", "P", "C", "C", "H", "H", "H", "H", "H", "H", "H", "H", "H", "H", "H", "H", "H", "H", "H", "H", "B", "N", "C", "C", "C", "N", "N", "C", "C", "C", "N", "H", "H", "H", "H", "H", "H", "H", "H", "C", "C", "C", "C", "C", "C", "P", "C", "C", "C", "C", "C", "C", "C", "C", "C", "C", "C", "C", "H", "H", "H", "H", "H", "H", "H", "H", "H", "H", "H", "H", "H", "H", "H", "H", "H", "H", "H", "H", "H", "H", "H", "H", "H", "H", "H", "H", "H", "H", "H", "H", "H"], "xyz": [[0.15370, 0.05370, 1.47217], [-0.48228, -1.23656, 5.02893], [0.20318, 0.07399, 3.96682], [-0.46347, 1.59302, 4.72538], [1.96831, 0.13330, 4.49505], [2.78456, 0.95238, 3.50239], [2.59771, 0.29570, 1.78654], [3.45415, -1.31719, 1.93466], [3.86780, 1.28453, 0.91722], [-0.22483, -1.02934, 6.06705], [-0.07916, -2.20508, 4.73475], [-1.56596, -1.26549, 4.91591], [-0.30648, 1.56173, 5.80346], [-1.52767, 1.67915, 4.50862], [0.03778, 2.46657, 4.31043], [2.34724, -0.88928, 4.55293], [2.02463, 0.56545, 5.49573], [3.84463, 0.94904, 3.76462], [2.44433, 1.99192, 3.50204], [4.41108, -1.18378, 2.44119], [3.63244, -1.73091, 0.94139], [2.83693, -2.02103, 2.49142], [4.77056, 1.32352, 1.52570], [3.50162, 2.29589, 0.74145], [4.10947, 0.83183, -0.04484], [-3.71231, -0.11324, 1.32208], [-2.80493, -1.37961, 1.41061], [-3.31948, -2.61766, 1.33516], [-2.32370, -3.53425, 1.61833], [-1.19918, -2.74892, 1.86061], [-1.51111, -1.45355, 1.73715], [-2.92162, 1.23388, 1.35006], [-3.56751, 2.40836, 1.25826], [-2.67346, 3.42963, 1.51857], [-1.47094, 2.77125, 1.76590], [-1.63928, 1.44758, 1.66586], [-4.33728, -0.16462, 0.29314], [-4.44125, -0.12024, 2.28377], [-4.35962, -2.76962, 1.09863], [-2.40490, -4.60713, 1.64413], [-0.20305, -3.05271, 2.13775], [-4.62020, 2.44045, 1.03013], [-2.86655, 4.48845, 1.52686], [-0.51084, 3.18831, 2.02164], [-3.54510, -0.23353, -3.51013], [-3.48439, 0.90190, -2.49104], [-2.03427, 1.15150, -2.03968], [-1.20220, -0.14832, -2.08880], [-2.11024, -1.32607, -1.71715], [-3.12696, -1.55759, -2.84631], [0.26709, -0.01373, -0.98863], [1.22857, 1.48297, -1.54470], [0.73753, 2.75444, -0.83432], [1.70655, 3.93792, -1.03331], [2.53958, 3.78046, -2.31083], [1.69360, 3.14804, -3.41079], [1.35311, 1.68681, -3.06609], [1.44376, -1.39381, -1.41039], [1.57869, -1.75956, -2.90483], [0.90283, -3.08796, -3.23825], [1.52043, -4.25066, -2.44581], [1.98556, -3.81630, -1.04349], [1.16048, -2.63439, -0.54488], [-2.88409, -0.00141, -4.35057], [-4.55219, -0.32381, -3.91709], [-4.10126, 0.63504, -1.62948], [-3.89702, 1.81908, -2.91213], [-2.04465, 1.54536, -1.01819], [-1.57603, 1.90656, -2.68193], [-0.81025, -0.31404, -3.09660], [-2.62554, -1.08696, -0.78502], [-1.54352, -2.24076, -1.54332], [-4.00429, -2.05626, -2.43087], [-2.70187, -2.22709, -3.59833], [2.22949, 1.27020, -1.15515], [0.63215, 2.52928, 0.22464], [-0.24901, 3.02524, -1.20997], [2.36816, 4.04659, -0.16972], [1.12552, 4.86003, -1.09002], [3.41281, 3.14707, -2.12135], [2.91498, 4.75438, -2.62629], [2.22427, 3.18099, -4.36256], [0.77804, 3.73276, -3.53531], [2.14636, 1.03810, -3.44367], [0.43516, 1.40309, -3.58288], [2.40446, -0.98265, -1.07362], [2.64116, -1.84326, -3.14850], [1.17424, -0.97255, -3.54239], [1.00018, -3.28368, -4.30674], [-0.16740, -3.01678, -3.02927], [2.37162, -4.65851, -2.99368], [0.78519, -5.05226, -2.36014], [3.04098, -3.52488, -1.07254], [1.90435, -4.65376, -0.34912], [1.39819, -2.39592, 0.49352], [0.10212, -2.90075, -0.57183]]}

---

Among the records above, which one has the lowest charge?
C30H56O10

---

Which of these has the highest charge?
C30H57BN4P3Pd

---

Which of these has the lowest charge?
C30H56O10